ORCA calculation (ωB97M-V/def2-TZVPD) on C10H12NOP as an isolated structure at a distorted geometry.

```
! wB97M-V def2-TZVPD RIJCOSX def2/J DEFGRID3
* xyz 0 3
N 0.2786 -0.4718 -0.6252
H -5.1635 -0.4337 0.2027
H 2.4678 -0.9228 -2.2449
C -4.1851 -0.1734 0.1401
H 1.2187 0.7788 1.6390
C 3.3170 0.6265 1.1815
P -0.9353 -0.7770 0.4572
C 1.9839 0.4037 0.9373
H 3.4540 0.8103 2.2218
C -3.4546 -1.3995 -0.5293
H -3.5629 -2.2878 0.1610
C 1.5989 -0.2435 -0.2839
H 4.7273 -0.6730 -1.7269
C 4.3507 0.1732 0.2823
C -1.3163 1.4490 1.0456
C -1.5510 2.6240 0.9804
H 0.1803 -0.6422 -1.6240
C 2.6364 -0.6214 -1.2413
H -3.8344 -1.7177 -1.5823
O -2.0796 -0.9606 -0.6535
H -1.6468 3.6259 0.8898
H -3.7299 -0.2198 1.1930
H 5.3356 0.6746 0.4778
H -4.0724 0.7279 -0.3309
C 3.9824 -0.3499 -0.9675
*
```

Energy above the lowest of the compared OMol25 structures with the same formula, charge and spin = 201.4 kJ/mol
LUMO (alpha / beta) = 0.0227 / -0.0794 Eh

Atomic partial charges in e from the Mulliken method, atoms 1 to 5:
1. N 0.0037
2. H 0.4325
3. H 0.2943
4. C -1.1064
5. H 0.2074

ORCA calculation (ωB97M-V/def2-TZVPD) on C10H12NRuTe5 as an isolated structure.

```
! wB97M-V def2-TZVPD RIJCOSX def2/J DEFGRID3
* xyz 1 1
Te 1.9690 -3.7613 0.1795
C -0.1914 -0.1118 -1.0961
C 2.5668 -1.3005 -3.3494
H 0.5841 -4.0740 -3.3958
H 2.3537 -0.2592 3.6013
H -1.2703 -0.1862 -1.1744
C 0.5982 -0.9658 -1.9750
C 1.4159 0.2910 3.6064
Te 3.4599 -1.5923 0.4469
Te 0.9235 0.8158 1.6073
C 1.8240 -0.5052 -2.5259
H -1.5577 0.5086 2.5952
C -1.0830 1.3367 2.0759
H 0.6258 -0.3186 4.0395
C 0.1641 -2.2685 -2.2918
N 3.5508 -4.1221 -5.1698
Te 0.5176 -3.0380 2.4028
H 1.5265 1.2173 4.1653
H 0.1089 0.9349 -1.1197
C 2.9133 -3.4493 -4.4926
C 2.1181 -2.6051 -3.6449
H -1.0730 2.2339 2.6896
Ru 0.7352 -1.4151 0.2640
H -1.6012 1.5319 1.1398
C 0.9251 -3.0815 -3.1351
H -0.7922 -2.6177 -1.9284
Te -1.6293 -2.4227 0.9979
H 2.1600 0.4952 -2.2843
H 3.4957 -0.9481 -3.7752
*
```

LUMO (alpha / beta) = -0.2022 / -0.2022 Eh

Atomic partial charges in e from the Mulliken method, atoms 1 to 5:
1. Te 0.0548
2. C -1.1119
3. C -0.9247
4. H 0.5152
5. H 0.3074

ORCA calculation (ωB97M-V/def2-TZVPD) on an isolated ion of composition C10H12NS2Si and charge +1 at a distorted geometry.

```
! wB97M-V def2-TZVPD RIJCOSX def2/J DEFGRID3
* xyz 1 1
H 0.0797 3.2777 -3.6697
H -3.8973 2.1143 -2.1646
C 1.5124 -3.4748 1.3937
H 1.4194 -1.6356 4.2131
H -1.3340 -1.4663 0.8465
Si 1.1221 -1.6248 1.6733
H -2.5563 3.3897 -3.7363
S 1.6587 1.4944 -1.8071
H -0.9021 0.0414 1.8558
C -2.0370 2.6639 -3.1405
H 2.0305 -3.8062 2.2971
H -2.7997 0.5327 -0.4973
C 1.1811 0.4212 -0.5816
C 1.8166 -1.0047 3.3659
H 2.2639 -3.4930 0.6083
C -0.4512 -0.7370 1.0835
N -0.0727 0.3179 -0.3126
H 0.7250 -4.1268 1.1317
C 0.0207 1.8130 -2.0500
S 2.4088 -0.4423 0.2544
C -2.2730 1.0621 -1.3064
C -2.8406 1.9306 -2.1957
C -0.6425 2.6144 -3.0346
H 2.8810 -1.1050 3.4836
H 1.5657 0.1178 3.4536
C -0.8792 1.1253 -1.1639
*
```

Energy above the lowest of the compared OMol25 structures with the same formula, charge and spin = 26.5 kJ/mol
LUMO = -0.1290 Eh

Atomic partial charges in e from the Mulliken method, atoms 1 to 5:
1. H 0.2472
2. H 0.4098
3. C -1.1005
4. H 0.3261
5. H 0.3684

ORCA calculation (ωB97M-V/def2-TZVPD) on C10H12O3 in the gas phase at a distorted geometry.

```
! wB97M-V def2-TZVPD RIJCOSX def2/J DEFGRID3
* xyz 0 1
H -1.0110 -1.3410 -1.4449
H 2.4497 -1.3954 -1.5143
H -2.9902 -0.8012 0.0262
O 0.7143 0.4804 -2.0298
H -0.6034 2.7860 -1.0906
C -0.0574 0.6172 -1.1110
H 0.7553 -2.6476 -0.8820
O 3.3973 0.8722 0.3259
H -1.0356 2.8009 1.5903
H 1.5707 -2.7536 0.8438
H 0.8025 2.3732 -0.1563
C 2.6019 -0.1387 0.2090
H -2.5827 0.5304 -1.1595
H -0.8623 -1.8890 0.9438
C -0.8683 -0.5598 -0.5833
H -2.5333 0.7675 1.8252
O 2.5728 0.5067 1.4148
H 0.1689 -0.5565 1.3757
C -0.1469 -1.2883 0.5732
C 1.0504 -2.1121 0.0809
C 2.1633 -1.1624 -0.4558
C -0.2019 1.9802 -0.3475
C -2.0667 1.0355 0.8593
C -1.0566 1.9343 0.9026
C -2.2308 -0.0390 -0.1958
*
```

Energy above the lowest of the compared OMol25 structures with the same formula, charge and spin = 680.9 kJ/mol
SMILES = O=C1CC=CC[C@@H]1CCC=C1OO1
LUMO = 0.0317 Eh

Atomic partial charges in e from the Mulliken method, atoms 1 to 5:
1. H 0.3718
2. H 0.2481
3. H 0.4408
4. O -0.5845
5. H 0.3170

ORCA calculation (ωB97M-V/def2-TZVPD) on a 2-piece molecular cluster, C10H12O3 overall at a distorted geometry.

```
! wB97M-V def2-TZVPD RIJCOSX def2/J DEFGRID3
* xyz 0 1
C 2.2505 0.5340 -0.7413
C 1.0903 -1.6138 -0.6555
H 1.8711 0.5395 1.7398
O 2.2195 0.4410 -2.1307
H 3.7013 1.6877 -1.1063
H -0.0284 -1.5394 -0.7189
H 2.3207 1.3233 -2.5073
C 1.6806 -0.3978 0.0615
H -3.1004 0.3422 -1.7741
H -3.6198 -1.1400 2.2552
O -0.4076 1.9693 1.5678
C -3.4779 -0.9731 0.0088
H 1.4757 -2.5412 -0.1837
C -2.1241 0.8416 0.3123
C -2.0369 0.0203 1.5096
H -4.1367 -1.7706 -0.4895
H -2.2715 -2.0259 1.2644
H 3.3250 1.6793 0.7227
O 1.6760 -0.3703 1.4114
C -1.1948 1.1657 1.2062
C -2.9062 -1.1213 1.4289
H 1.2646 -1.6360 -1.6805
H 2.4697 2.7200 -0.5288
C -2.9945 0.1406 -0.6172
C 2.9537 1.7250 -0.3546
*
```

Energy above the lowest of the compared OMol25 structures with the same formula, charge and spin = 639.0 kJ/mol
SMILES = C/C(O)=C(/C)O.O=c1c2c1CC=C2
LUMO = 0.0111 Eh

Atomic partial charges in e from the Mulliken method, atoms 1 to 5:
1. C 0.8056
2. C -1.0234
3. H 0.3117
4. O -0.6100
5. H 0.4844

ORCA calculation (ωB97M-V/def2-TZVPD) on C10H12O4 as an isolated structure at a distorted geometry.

```
! wB97M-V def2-TZVPD RIJCOSX def2/J DEFGRID3
* xyz 0 1
H -1.1022 -2.3090 2.6698
H -2.7219 -0.8370 1.8667
O -0.3017 1.4292 -0.9253
H 0.0020 -0.2739 -3.1513
H -1.4908 -3.8607 -1.1490
C -1.0714 -2.8091 -1.1199
O -0.5014 -0.2068 1.4358
H 1.0312 3.1812 -1.2182
C 1.4843 2.5649 1.2403
H -1.0342 -0.4140 3.3226
H -0.1714 1.5375 1.7849
C 1.0312 2.0309 -1.1764
H 1.4838 1.4723 -1.9474
O 0.3614 2.5839 1.8527
H -0.2094 -2.7520 -3.2150
H -1.2256 -2.3914 1.0796
C -0.3557 -0.7973 -2.2743
C -0.5710 -2.1049 -2.2541
C -0.9773 -2.1348 0.0491
C -1.4305 -0.9898 2.4730
H 2.7536 1.9085 -0.2314
C 1.8725 1.7366 0.0718
H 1.7770 0.6796 0.3275
O 2.3127 3.5080 1.2919
C -0.5492 -0.6924 0.2002
C -0.3960 -0.0595 -1.0035
*
```

Energy above the lowest of the compared OMol25 structures with the same formula, charge and spin = 668.1 kJ/mol
LUMO = 0.0006 Eh

Atomic partial charges in e from the Mulliken method, atoms 1 to 5:
1. H 0.3452
2. H 0.3730
3. O -0.4620
4. H 0.4174
5. H 0.3339

ORCA calculation (ωB97M-V/def2-TZVPD) on C10H12OS2 as an isolated structure at a distorted geometry.

```
! wB97M-V def2-TZVPD RIJCOSX def2/J DEFGRID3
* xyz 0 1
H 2.2373 3.7506 4.8452
H -3.0075 -2.1045 0.2827
C 4.2162 2.5111 1.3788
C -3.0207 -1.4389 1.1488
H 2.7507 5.1463 3.0350
O -0.6387 -1.2412 1.0796
C 3.0526 4.0939 2.9362
C 3.7077 3.7579 1.7546
C 3.4957 0.9738 3.2254
H 4.6320 0.4493 1.5252
H 4.7316 2.5036 0.4064
H 2.6370 1.4699 5.1036
H -3.9896 -0.9211 1.1661
C 0.5111 -0.5109 1.1310
H 3.8465 4.5768 1.0394
H -1.8681 0.2146 1.9754
S 0.4876 1.1477 0.9218
H -2.9504 -2.0589 2.0465
C 2.7382 3.2593 4.0013
C 2.9208 1.8835 4.1234
H 3.5484 -0.0695 3.5624
H -1.9176 0.1668 0.1757
C 4.1122 1.2778 2.0289
S 2.0039 -1.1638 1.5243
C -1.8623 -0.4571 1.0907
*
```

Energy above the lowest of the compared OMol25 structures with the same formula, charge and spin = 233.1 kJ/mol
LUMO = -0.0661 Eh

Atomic partial charges in e from the Mulliken method, atoms 1 to 5:
1. H 0.2990
2. H 0.3099
3. C -0.2524
4. C -1.2513
5. H 0.2927

ORCA calculation (ωB97M-V/def2-TZVPD) on C10H13BO in the gas phase at a distorted geometry.

```
! wB97M-V def2-TZVPD RIJCOSX def2/J DEFGRID3
* xyz 0 1
C -1.3004 -0.0452 -0.4516
C -0.0606 0.5152 3.2272
C -1.5999 -1.5527 -0.4950
H -3.1188 0.5536 -0.9943
H -1.5245 -2.0131 -1.5186
H -0.7281 -1.9597 0.0660
C 0.2039 0.1007 -0.6306
C 0.8955 0.2517 0.5590
H 2.6593 0.3063 1.5432
H 0.3944 -0.3872 3.7115
B -0.1963 0.3158 1.6590
H 3.9766 -0.1404 -0.6975
H -1.1156 0.5882 3.5326
C 2.8888 -0.0857 -0.6789
C 0.8371 -0.1019 -1.8929
O -1.4561 0.2986 0.9966
C -2.1816 0.8465 -1.2414
H -2.0503 0.9059 -2.3267
C 2.2561 -0.0984 -1.8916
H -1.9657 1.9383 -1.0802
H 2.9185 -0.1046 -2.7572
C 2.2326 0.0898 0.5472
H 0.5214 1.4445 3.3977
H 0.0962 -0.0408 -2.6214
H -2.5823 -1.6255 0.0380
*
```

SMILES = CB1OC(C)(C)c2ccccc21
LUMO = 0.0255 Eh

Atomic partial charges in e from the Mulliken method, atoms 1 to 5:
1. C 1.4488
2. C -0.8959
3. C -1.3591
4. H 0.4686
5. H 0.3065

ORCA calculation (ωB97M-V/def2-TZVPD) on C10H13BO7S in the gas phase.

```
! wB97M-V def2-TZVPD RIJCOSX def2/J DEFGRID3
* xyz 0 1
C 0.8722 -0.8550 1.1917
O 2.8144 -1.3304 -2.0318
C 1.9242 0.1658 0.9363
C 2.4947 0.2221 -0.2680
C 0.0115 -1.2212 0.0094
O -4.1246 1.8319 -0.5248
S -4.7965 0.5709 -0.6075
H -1.5139 -1.9017 1.2962
H 3.9670 0.8364 -1.6643
H 2.1945 0.8189 1.7581
H -5.8738 1.2363 1.0735
C -3.7832 -0.6597 0.1979
C 0.5963 -1.2003 -1.1859
H -4.0756 -0.6474 1.2468
O 4.7351 2.5341 1.1668
O -5.2447 0.0566 -1.8559
H -4.0250 -1.6236 -0.2435
H 3.8806 2.7541 1.5365
O 0.7266 -1.3973 2.2650
B 4.7264 1.4400 0.3373
H 3.0593 2.1420 -0.9254
C -2.3008 -0.3214 0.0423
C 3.5537 1.1878 -0.7180
H -2.0158 0.4758 0.7272
O 5.8132 0.6185 0.3897
C 2.0320 -0.8149 -1.2649
H 0.0765 -1.4601 -2.1003
C -1.4265 -1.5619 0.2638
H -2.1167 0.0484 -0.9677
H -1.7349 -2.3562 -0.4164
O -6.0838 0.6537 0.3304
H 5.6379 -0.2423 0.0055
*
```

SMILES = O=C1C=C(CB(O)O)C(=O)C=C1CCCS(=O)(=O)O
LUMO = -0.0427 Eh

Atomic partial charges in e from the Mulliken method, atoms 1 to 5:
1. C 0.1022
2. O -0.5632
3. C -0.4194
4. C 0.9451
5. C 0.3957

Sequential calculated total energy output: -859.32500 -1877.76469 -1528.64274 -613.73667 -613.75262 -688.96517 -1259.73691 -488.96232 -1338.64763 Ha